Entry from OMol25: C66H78CsN8O5P2SSi as an isolated structure in a non-equilibrium geometry (ωB97M-V with the def2-TZVPD basis set).

```
! RIJCOSX wB97M-V def2-TZVPD def2/J DEFGRID3
* xyz -1 1
Cs -0.692 -0.017 -0.995
C -2.484 -0.497 -5.536
C -1.507 -0.156 -4.424
O -1.615 -0.748 -3.356
C -0.480 0.867 -4.687
C -0.606 1.738 -5.789
C 0.342 2.685 -6.097
C 1.491 2.777 -5.289
C 1.660 1.941 -4.216
C 0.690 0.953 -3.865
O 0.902 0.184 -2.864
H -3.062 -1.365 -5.224
H -1.952 -0.720 -6.463
H -3.166 0.340 -5.720
H -1.496 1.678 -6.406
H 0.205 3.351 -6.943
H 2.250 3.518 -5.516
H 2.543 1.998 -3.585
N 1.851 -3.783 -2.262
P 1.416 -2.047 -2.526
C 3.183 -1.486 -2.474
C 4.192 -1.971 -3.308
C 5.517 -1.598 -3.117
C 5.859 -0.745 -2.073
C 4.867 -0.264 -1.228
C 3.539 -0.623 -1.436
C 1.128 -2.322 -4.341
C 0.177 -3.290 -4.689
C -0.167 -3.520 -6.015
C 0.437 -2.782 -7.029
C 1.375 -1.814 -6.702
C 1.713 -1.584 -5.369
C 1.382 -4.572 -1.240
C 1.789 -5.925 -1.144
C 1.300 -6.706 -0.122
C 0.426 -6.154 0.811
C 0.100 -4.820 0.654
N 0.548 -4.038 -0.332
H 2.495 -4.249 -2.877
H 3.946 -2.652 -4.116
H 6.285 -1.974 -3.785
H 6.894 -0.458 -1.920
H 5.121 0.404 -0.413
H 2.763 -0.223 -0.787
H -0.300 -3.862 -3.898
H -0.913 -4.270 -6.257
H 0.169 -2.959 -8.066
H 1.845 -1.224 -7.482
H 2.435 -0.812 -5.135
H 2.479 -6.326 -1.879
H 1.606 -7.743 -0.040
H 0.028 -6.729 1.637
H -0.541 -4.333 1.381
C 5.121 -1.827 1.103
C 4.788 -2.897 2.147
C 3.291 -3.136 2.295
N 2.678 -2.005 2.972
C 1.532 -2.006 3.661
S 0.489 -3.314 3.770
N 1.204 -0.776 4.214
C 2.056 0.086 4.860
O 1.756 1.254 5.065
C 3.370 -0.434 5.401
C 4.514 0.334 5.234
C 5.727 -0.097 5.755
C 5.792 -1.287 6.471
C 4.641 -2.047 6.657
C 3.433 -1.625 6.118
H 6.187 -1.591 1.103
H 4.581 -0.891 1.286
H 4.846 -2.166 0.100
H 5.203 -2.620 3.121
H 5.248 -3.844 1.857
H 3.083 -4.027 2.879
H 2.838 -3.274 1.315
H 3.086 -1.101 2.799
H 0.217 -0.314 3.902
H 4.444 1.268 4.686
H 6.623 0.498 5.611
H 6.735 -1.620 6.888
H 4.687 -2.975 7.216
H 2.536 -2.224 6.242
N -0.841 0.672 3.340
H -0.812 1.499 3.933
H -1.811 0.428 3.163
H -0.377 0.916 2.429
O -2.858 0.304 0.226
P -4.253 -0.165 0.378
N -5.151 1.042 1.110
C -4.434 2.112 1.850
C -4.978 1.990 3.265
C -6.457 1.676 3.011
C -6.432 0.752 1.778
N -4.365 -1.558 1.274
C -3.082 -2.148 1.786
C -3.319 -3.653 1.717
C -4.827 -3.770 1.929
C -5.360 -2.628 1.073
N -4.959 -0.459 -1.097
C -4.585 0.555 -2.130
C -5.814 0.651 -3.032
C -6.972 0.317 -2.090
C -6.387 -0.814 -1.250
H -4.692 3.093 1.434
H -3.356 1.990 1.767
H -4.824 2.895 3.854
H -4.495 1.154 3.779
H -6.993 2.598 2.779
H -6.951 1.200 3.858
H -7.285 0.941 1.120
H -6.474 -0.295 2.093
H -2.907 -1.839 2.818
H -2.227 -1.831 1.191
H -2.724 -4.181 2.461
H -3.059 -4.030 0.724
H -5.070 -3.594 2.980
H -5.244 -4.731 1.629
H -6.360 -2.319 1.378
H -5.407 -2.941 0.023
H -3.693 0.235 -2.666
H -4.375 1.523 -1.664
H -5.757 -0.094 -3.830
H -5.899 1.636 -3.489
H -7.883 0.015 -2.608
H -7.198 1.179 -1.454
H -6.480 -1.761 -1.788
H -6.892 -0.925 -0.291
O 0.470 1.384 0.959
Si 0.862 2.916 1.030
C 0.117 3.985 -0.362
C 0.307 5.372 -0.400
C -0.206 6.146 -1.434
C -0.921 5.544 -2.468
C -1.124 4.171 -2.453
C -0.613 3.410 -1.403
C 2.709 3.285 0.779
C 3.577 3.962 1.644
C 4.905 4.205 1.299
C 5.395 3.782 0.070
C 4.550 3.114 -0.813
C 3.230 2.868 -0.458
C 0.137 3.773 2.574
C -1.210 4.162 2.486
C -1.892 4.695 3.572
C -1.236 4.863 4.789
C 0.094 4.481 4.907
C 0.767 3.939 3.814
H 0.870 5.855 0.397
H -0.047 7.219 -1.441
H -1.309 6.143 -3.284
H -1.666 3.692 -3.262
H -0.776 2.343 -1.390
H 3.216 4.327 2.600
H 5.554 4.736 1.987
H 6.428 3.970 -0.200
H 4.922 2.785 -1.777
H 2.578 2.345 -1.161
H -1.734 4.046 1.538
H -2.935 4.979 3.472
H -1.761 5.282 5.640
H 0.606 4.586 5.858
H 1.783 3.586 3.961
*
```

Output
Orbital gap = 6.748 eV
E_LUMO = 1.820 eV
ΔE to the lowest compared entry with this formula, charge and spin = 97.29 kJ/mol
Highest occupied orbital energy = -4.928 eV
Calculated total energy = -4766.8792 a.u.